Record 1
C3H10O | wB97M-V/def2-TZVPD

* structure (SMILES): CC.CO
* E_tot: -195.4939 a.u.
* LUMO level: 0.9 eV
* spin multiplicity: 1
* largest force on an atom: 2.0 eV/Å
* ΔE to the lowest compared entry with this formula, charge and spin: 91.9 kJ/mol

```
14
C3H10O wB97M-V/def2-TZVPD
C -0.36 2.50 -0.56
C -0.02 1.06 -0.93
H -0.08 3.13 -1.40
H -1.38 2.70 -0.28
H 0.23 2.79 0.31
H 0.86 0.97 -1.56
H -0.82 0.63 -1.54
H 0.05 0.39 -0.09
C 0.52 -2.12 1.19
O -0.30 -3.29 0.91
H 1.56 -2.35 1.01
H 0.29 -1.19 0.68
H 0.18 -2.02 2.22
H -0.71 -3.20 0.04
```



Record 2
C30H28Br48N2S | wB97M-V/def2-TZVPD

* E_tot: -125219.3738 a.u.
* LUMO level: -0.6 eV
* spin multiplicity: 1
* largest force on an atom: 6.7 eV/Å

```
109
C30H28Br48N2S wB97M-V/def2-TZVPD
N 4.50 -4.38 -0.88
C 3.77 -3.34 -1.47
C 3.00 -3.70 -2.87
N 1.58 -3.19 -2.97
C 1.31 -1.99 -2.10
C 1.53 -0.46 -2.73
C 1.20 0.90 -1.84
C 0.65 0.84 -0.27
C 0.43 -0.68 0.38
C 0.76 -2.03 -0.53
S 0.48 -3.79 0.17
C -0.15 -4.73 -1.37
C -1.32 -5.91 -1.28
C -1.79 -6.67 -2.70
C -1.06 -6.27 -4.14
C 0.09 -5.09 -4.17
C 0.55 -4.28 -2.80
H 4.41 -5.25 -1.45
H 3.83 -2.30 -0.94
H 2.97 -4.86 -3.12
H 3.62 -3.20 -3.76
H 1.89 -0.41 -3.84
H 1.38 1.94 -2.37
H 0.38 1.80 0.36
H 0.04 -0.71 1.49
H -1.81 -6.21 -0.24
H -2.64 -7.48 -2.61
H -1.34 -6.79 -5.17
H 0.60 -4.82 -5.21
C -3.19 2.86 0.56
Br -1.51 1.89 0.68
Br -2.93 4.67 -0.12
Br -4.52 1.89 -0.46
H -3.57 2.96 1.58
C 1.87 4.94 -0.96
Br 0.35 5.34 -2.11
Br 1.90 3.07 -0.43
Br 3.55 5.49 -1.76
H 1.74 5.53 -0.04
C -5.70 5.35 3.41
Br -6.80 4.73 1.93
Br -4.68 3.89 4.20
Br -4.55 6.83 2.89
H -6.38 5.72 4.18
C -4.61 -5.29 -6.07
Br -3.46 -5.47 -7.63
Br -6.40 -5.99 -6.42
Br -3.82 -6.09 -4.49
H -4.72 -4.22 -5.88
C -7.06 0.45 4.97
Br -8.32 1.54 3.97
Br -5.50 -0.01 3.90
Br -6.56 1.29 6.65
H -7.57 -0.48 5.22
C -12.23 1.60 6.17
Br -12.29 2.76 4.61
Br -12.06 -0.27 5.68
Br -10.84 2.15 7.42
H -13.19 1.71 6.69
C 1.02 8.78 0.13
Br 1.08 7.51 1.60
Br 2.56 8.61 -1.04
Br -0.65 8.66 -0.86
H 1.06 9.78 0.57
C 4.86 -8.64 -1.61
Br 3.59 -7.56 -2.61
Br 6.42 -9.11 -2.67
Br 5.35 -7.81 0.08
H 4.35 -9.58 -1.36
C 5.84 2.74 1.60
Br 4.37 3.31 2.75
Br 7.47 2.46 2.61
Br 5.36 1.19 0.53
H 6.03 3.57 0.90
C 8.54 5.48 -0.24
Br 7.07 6.04 0.91
Br 10.17 5.20 0.77
Br 8.06 3.93 -1.31
H 8.73 6.30 -0.94
C 0.06 12.56 -1.93
Br -1.21 13.64 -2.93
Br 1.62 12.09 -2.99
Br 0.55 13.39 -0.24
H -0.45 11.62 -1.68
C -8.04 2.79 -2.65
Br -9.31 3.88 -3.65
Br -6.48 2.32 -3.72
Br -7.55 3.62 -0.97
H -8.55 1.85 -2.40
C 5.17 2.56 7.04
Br 6.85 1.58 7.16
Br 5.43 4.36 6.36
Br 3.84 1.58 6.02
H 4.78 2.66 8.06
C -6.80 -3.61 -2.49
Br -8.32 -3.21 -3.64
Br -6.77 -5.48 -1.96
Br -5.12 -3.05 -3.30
H -6.93 -3.02 -1.58
C 9.30 -7.77 0.57
Br 9.66 -6.30 1.79
Br 10.34 -7.64 -1.07
Br 9.53 -9.50 1.44
H 8.24 -7.70 0.29
C 4.60 -5.91 3.86
Br 3.08 -5.51 2.71
Br 4.63 -7.78 4.39
Br 6.28 -5.36 3.05
H 4.47 -5.32 4.77
```



Record 3
C3H5O4Pb | wB97M-V/def2-TZVPD

* total charge: +1
* E_tot: -610.8406 a.u.
* LUMO level: -4.2 eV
* spin multiplicity: 1
* largest force on an atom: 5.7 eV/Å
* ΔE to the lowest compared entry with this formula, charge and spin: 0.0 kJ/mol

```
13
C3H5O4Pb wB97M-V/def2-TZVPD
C -1.18 -1.75 0.15
O -0.52 -0.53 0.44
C -1.02 0.68 -0.19
H -1.41 -1.83 -0.92
H -0.50 -2.57 0.42
H -2.11 -1.81 0.73
H -2.09 0.78 0.07
H -0.90 0.55 -1.28
Pb 0.84 0.56 1.61
O -0.23 1.67 0.32
C 2.94 1.48 -0.48
O 3.51 1.86 -1.41
O 2.67 0.92 0.53
```



Record 4
C3H10NS | wB97M-V/def2-TZVPD

* total charge: -1
* E_tot: -573.2402 a.u.
* LUMO level: 3.8 eV
* spin multiplicity: 1
* largest force on an atom: 0.7 eV/Å
* ΔE to the lowest compared entry with this formula, charge and spin: 110.1 kJ/mol

```
15
C3H10NS wB97M-V/def2-TZVPD
C 0.40 2.39 0.77
S 0.79 1.90 -0.96
H 0.18 3.45 0.89
H 1.26 2.22 1.42
H -0.47 1.83 1.11
C -1.69 -2.49 -0.18
N -0.85 -1.65 0.68
C 0.55 -2.00 0.57
H -1.28 -3.49 -0.18
H -1.71 -2.12 -1.22
H -2.71 -2.52 0.20
H -0.94 -0.68 0.41
H 0.80 -2.85 1.22
H 0.89 -2.27 -0.44
H 1.18 -1.17 0.87
```